ORCA calculation (ωB97M-V/def2-TZVPD) on a cluster of 8 separate species, C38H64ClN4O21 in total at a distorted geometry.

Element x y z (Å)
C 2.95 1.32 -1.86
C 3.23 0.26 -3.09
C 1.96 -0.69 -3.48
N 0.65 -0.09 -3.01
N -0.22 -1.02 -2.47
C -1.64 -0.84 -2.96
C -2.30 0.59 -2.48
C -1.62 1.20 -1.09
N -1.05 0.14 -0.18
C -0.31 -0.95 -0.96
N 0.27 -1.94 -0.17
C 1.02 -3.15 -0.69
C 2.54 -3.33 -0.09
C 2.59 -4.27 1.28
Cl 3.34 -1.71 0.41
H 3.85 2.10 -1.85
H 2.94 0.84 -0.79
H 1.97 1.95 -1.96
H 4.13 -0.44 -2.78
H 3.62 0.89 -4.02
H 1.90 -0.69 -4.67
H 2.10 -1.83 -3.18
H 0.19 0.37 -3.82
H -2.28 -1.71 -2.46
H -1.73 -0.98 -4.13
H -2.16 1.37 -3.37
H -3.47 0.48 -2.34
H -0.69 1.85 -1.46
H -2.34 1.97 -0.55
H -0.46 0.54 0.58
H 0.17 -1.88 0.89
H 0.41 -4.10 -0.31
H 1.07 -3.24 -1.86
H 3.26 -3.77 -0.94
H 3.57 -3.93 1.85
H 2.57 -5.42 1.05
H 1.68 -3.91 1.94
C -3.39 -6.64 3.18
C -2.84 -5.59 2.24
C -1.49 -5.94 1.68
O -0.94 -4.66 1.41
C -1.52 -3.79 2.29
O -1.15 -2.65 2.48
O -2.58 -4.38 2.93
H -3.63 -7.56 2.65
H -2.68 -6.87 3.98
H -4.30 -6.27 3.68
H -3.56 -5.38 1.44
H -1.56 -6.53 0.77
H -0.84 -6.45 2.39
C -4.77 1.30 0.66
C -6.10 1.32 -0.07
C -7.21 1.94 0.71
O -8.36 1.30 0.17
C -7.94 0.08 -0.27
O -8.68 -0.82 -0.62
O -6.57 0.00 -0.28
H -4.38 2.31 0.79
H -4.87 0.84 1.65
H -4.04 0.70 0.12
H -5.98 1.79 -1.05
H -7.27 3.02 0.57
H -7.17 1.73 1.78
C -8.87 -2.27 4.96
C -7.97 -1.42 4.09
C -6.51 -1.62 4.35
O -5.95 -0.38 3.96
C -6.93 0.56 4.14
O -6.76 1.76 4.09
O -8.14 -0.04 4.39
H -8.77 -3.33 4.71
H -8.63 -2.14 6.02
H -9.91 -1.97 4.84
H -8.22 -1.56 3.03
H -6.09 -2.44 3.75
H -6.27 -1.79 5.41
C -11.23 6.39 -1.21
C -9.97 5.77 -1.78
C -9.34 4.75 -0.88
O -7.98 4.81 -1.26
C -7.76 6.08 -1.72
O -6.66 6.55 -1.95
O -8.94 6.75 -1.89
H -12.04 5.66 -1.16
H -11.06 6.79 -0.20
H -11.56 7.24 -1.82
H -10.16 5.37 -2.78
H -9.75 3.75 -1.05
H -9.42 4.99 0.18
C 7.83 5.03 -3.14
C 6.51 5.05 -3.88
C 5.39 5.67 -3.10
O 4.25 5.03 -3.63
C 4.66 3.81 -4.08
O 3.92 2.91 -4.43
O 6.03 3.73 -4.08
H 8.22 6.05 -3.02
H 7.73 4.57 -2.15
H 8.56 4.43 -3.69
H 6.62 5.52 -4.86
H 5.33 6.76 -3.24
H 5.43 5.46 -2.02
C 6.20 -4.29 1.06
C 6.61 -4.68 2.46
C 7.75 -3.87 3.01
O 8.34 -4.76 3.94
C 8.07 -6.02 3.49
O 8.59 -7.04 3.92
O 7.15 -6.00 2.48
H 5.74 -3.29 1.05
H 7.06 -4.29 0.38
H 5.48 -5.01 0.66
H 5.74 -4.67 3.13
H 7.40 -2.96 3.51
H 8.50 -3.60 2.26
C 9.05 1.28 0.02
C 9.95 2.13 -0.85
C 11.41 1.92 -0.59
O 11.96 3.17 -0.98
C 10.98 4.10 -0.80
O 11.16 5.31 -0.85
O 9.78 3.51 -0.55
H 9.14 0.22 -0.23
H 9.29 1.40 1.08
H 8.00 1.58 -0.10
H 9.70 1.98 -1.91
H 11.83 1.11 -1.19
H 11.65 1.76 0.46

## Properties
E_HOMO in eV: -11.66
Electronic energy in eV: -101914.3102
Gap between HOMO and LUMO in eV: 8.38
Largest force on an atom in eV/Å: 4.193
Net charge: +1

ORCA calculation (ωB97M-V/def2-TZVPD) on a structure of composition C38H64MoN10Si.

Element x y z (Å)
Mo -0.20 -0.19 -0.01
C -0.44 1.98 3.98
N -0.29 2.37 2.57
C -0.89 3.69 2.36
C 0.97 2.33 1.89
N 1.13 1.54 0.86
C 2.51 1.58 0.31
C 2.78 0.40 -0.57
N 1.63 0.12 -1.45
C 1.91 -1.15 -2.15
C 0.60 -1.72 -2.61
N -0.19 -2.00 -1.40
C -0.95 -3.10 -1.51
N -1.27 -3.88 -0.45
C -0.30 -4.27 0.54
C -2.54 -4.59 -0.37
N -1.45 -3.50 -2.71
C -2.00 -2.59 -3.69
C -1.50 -4.91 -3.09
C 1.56 1.21 -2.50
C 0.71 2.42 -2.19
N -0.67 2.05 -2.30
C -1.51 2.89 -2.84
N -2.69 2.41 -3.35
C -2.73 1.12 -4.01
C -3.92 3.19 -3.35
N -1.30 4.25 -2.95
C -1.76 5.00 -4.10
C -0.88 5.04 -1.81
N 1.92 3.26 2.25
C 2.20 3.55 3.65
C 2.35 4.32 1.34
H -1.50 1.82 4.16
H -0.10 2.74 4.68
H 0.08 1.05 4.19
H -1.91 3.67 2.76
H -0.95 3.92 1.29
H -0.35 4.50 2.86
H 3.22 1.59 1.14
H 2.67 2.49 -0.25
H 2.98 -0.49 0.01
H 3.67 0.59 -1.19
H 2.39 -1.83 -1.45
H 2.60 -0.97 -2.98
H 0.77 -2.64 -3.17
H 0.10 -1.01 -3.27
H 0.53 -3.57 0.53
H 0.07 -5.28 0.33
H -0.75 -4.27 1.53
H -3.24 -4.19 -1.10
H -2.95 -4.44 0.63
H -2.42 -5.66 -0.53
H -2.14 -1.61 -3.25
H -2.97 -2.97 -4.01
H -1.36 -2.50 -4.57
H -0.92 -5.51 -2.39
H -1.05 -5.02 -4.08
H -2.52 -5.29 -3.13
H 1.17 0.76 -3.41
H 2.60 1.49 -2.69
H 0.98 3.19 -2.93
H 0.96 2.83 -1.21
H -1.94 0.50 -3.61
H -3.70 0.65 -3.83
H -2.59 1.21 -5.09
H -4.16 3.59 -4.34
H -3.83 4.01 -2.65
H -4.74 2.55 -3.03
H -1.96 4.32 -4.93
H -0.96 5.68 -4.41
H -2.66 5.59 -3.90
H -0.24 4.46 -1.14
H -1.74 5.41 -1.23
H -0.31 5.90 -2.15
H 2.05 2.66 4.26
H 1.60 4.37 4.05
H 3.25 3.82 3.73
H 1.75 4.31 0.43
H 3.41 4.24 1.07
H 2.18 5.28 1.83
C -2.44 -0.83 -0.37
C -2.41 0.55 -0.52
C -1.97 1.11 0.69
C -1.75 0.05 1.61
C -1.99 -1.17 0.94
H -2.69 -1.52 -1.16
H -2.63 1.11 -1.41
H -1.84 2.16 0.87
H -1.46 0.18 2.64
H -1.93 -2.15 1.38
C 5.41 -2.35 1.59
C 5.02 -1.29 2.39
C 3.68 -0.98 2.55
C 2.68 -1.72 1.90
C 3.09 -2.80 1.11
C 4.44 -3.12 0.95
Si 0.90 -1.20 2.16
C 0.10 -2.49 3.27
C -1.14 -2.32 3.89
C -1.68 -3.28 4.74
C -0.97 -4.45 5.00
C 0.28 -4.63 4.42
C 0.80 -3.67 3.58
H 6.45 -2.59 1.47
H 5.78 -0.70 2.90
H 3.40 -0.16 3.19
H 2.36 -3.42 0.60
H 4.73 -3.96 0.34
H 1.03 -0.01 3.03
H -1.72 -1.41 3.74
H -2.64 -3.12 5.20
H -1.39 -5.20 5.65
H 0.85 -5.52 4.64
H 1.78 -3.84 3.15

## Properties
E_HOMO (alpha / beta) in eV: -12.68 / -12.82
Electronic energy in eV: -65064.5097
Gap between HOMO and LUMO (alpha / beta) in eV: 7.02 / 7.04
Largest force on an atom in eV/Å: 0.705
Net charge: +2